[1]
Density functional theory data (ωB97M-V/def2-TZVPD) for a molecular structure, C22H42NP3SSeW at a distorted geometry.

Values from the calculation:
ΔE to the lowest compared entry with this formula, charge and spin = 16.28 kcal per mole
HOMO (spin up / spin down) = -19.660 / -19.667 eV
LUMO level (spin up / spin down) = -15.25 / -14.26 eV
<S²> = 2.2332
net charge = +4
spin multiplicity = 3
HOMO-LUMO gap (spin up / spin down) = 0.1620 / 0.1986 hartree

CARTESIAN COORDINATES (ANGSTROEM)
W  -0.215  -0.180  -0.068
P  -1.462  -2.027  0.621
P  1.341  -0.461  1.916
P  1.238  -1.412  -1.653
H  -2.798  1.792  -3.212
C  -2.750  0.724  -3.183
C  -2.138  -0.007  -2.230
H  -2.005  0.405  -1.212
C  -2.828  -1.538  1.730
C  -0.801  -3.512  1.469
C  -2.406  -2.862  -0.700
C  2.551  0.828  2.407
C  0.451  -0.628  3.515
C  2.423  -1.953  1.950
C  0.570  -1.012  -3.302
C  1.303  -3.239  -1.588
C  2.999  -0.961  -1.852
H  -3.349  0.221  -3.966
H  -2.109  -1.103  -2.340
H  -3.477  -0.798  1.249
H  -2.474  -1.098  2.673
H  -3.441  -2.421  1.975
H  -0.387  -3.293  2.457
H  -0.032  -4.002  0.868
H  -1.624  -4.224  1.601
H  -3.199  -2.213  -1.065
H  -2.870  -3.776  -0.305
H  -1.770  -3.149  -1.538
H  3.236  0.422  3.173
H  2.037  1.701  2.833
H  3.135  1.172  1.540
H  1.167  -0.935  4.296
H  -0.349  -1.372  3.473
H  0.006  0.330  3.799
H  3.026  -1.937  2.877
H  3.121  -1.958  1.102
H  1.845  -2.885  1.933
H  1.187  -1.518  -4.066
H  0.576  0.066  -3.479
H  -0.454  -1.368  -3.408
H  1.920  -3.563  -2.443
H  0.327  -3.689  -1.677
H  1.807  -3.567  -0.679
H  3.418  -1.619  -2.606
H  3.548  -1.076  -0.909
H  3.092  0.063  -2.182
C  0.987  2.639  -2.321
C  -0.287  2.759  -2.861
C  -0.433  2.976  -4.228
C  0.697  3.165  -5.050
C  1.969  3.154  -4.482
C  2.123  2.910  -3.118
Se  1.337  2.128  -0.470
H  1.561  0.689  -0.880
H  -1.150  2.661  -2.205
H  -1.430  3.003  -4.675
H  0.565  3.331  -6.124
H  2.839  3.339  -5.096
H  3.110  2.903  -2.647
S  -1.653  1.461  0.806
C  -1.416  2.049  2.440
N  -2.329  1.597  3.365
C  -2.118  1.815  4.701
C  -1.054  2.585  5.100
C  -0.209  3.183  4.149
C  -0.413  2.922  2.795
H  -3.111  1.048  3.028
H  -2.829  1.329  5.361
H  -0.912  2.763  6.158
H  0.580  3.849  4.469
H  0.188  3.375  1.992

[2]
Density functional theory data (ωB97M-V/def2-TZVPD) for a single C10H10FN3S molecule at a distorted geometry.

Values from the calculation:
SMILES string = CN(C)c1sc(-c2cccnc2)nc1F
ΔE to the lowest compared entry with this formula, charge and spin = 34.13 kcal per mole
HOMO = -6.961 eV
LUMO level = 0.12 eV
net charge = 0
HOMO-LUMO gap = 0.2604 hartree

CARTESIAN COORDINATES (ANGSTROEM)
C  3.176  -1.294  2.616
C  2.063  -1.067  1.753
C  3.911  -0.212  3.053
C  2.602  1.253  1.828
C  1.744  0.217  1.400
C  -0.855  1.725  -0.561
C  -1.280  0.152  -1.039
C  0.772  0.462  0.410
C  -3.108  0.790  -2.400
C  -2.659  -1.557  -2.060
N  3.633  1.056  2.641
N  0.249  1.602  0.106
N  -2.212  -0.201  -1.943
F  -1.390  2.844  -1.125
S  -0.384  -0.899  -0.104
H  3.556  -2.316  2.798
H  1.473  -2.019  1.464
H  4.939  -0.218  3.502
H  2.211  2.213  1.616
H  -2.675  1.458  -3.172
H  -3.914  0.270  -2.870
H  -3.529  1.303  -1.550
H  -2.648  -1.817  -3.114
H  -1.952  -2.058  -1.478
H  -3.723  -1.686  -1.771

[3]
Density functional theory data (ωB97M-V/def2-TZVPD) for 2 unconnected molecules or ions with the total composition C4H11ClNOP at a distorted geometry.

Values from the calculation:
ΔE to the lowest compared entry with this formula, charge and spin = 3.89 kcal per mole
HOMO (spin up / spin down) = -6.012 / -9.380 eV
LUMO level (spin up / spin down) = 0.82 / -1.08 eV
<S²> = 2.0066
net charge = 0
spin multiplicity = 3
HOMO-LUMO gap (spin up / spin down) = 0.2511 / 0.3050 hartree

CARTESIAN COORDINATES (ANGSTROEM)
C  1.730  -1.821  0.039
C  0.514  1.620  -0.533
C  0.471  -1.300  -0.557
C  0.278  0.811  0.690
N  -0.364  -0.469  0.334
O  -2.486  1.654  0.580
P  -2.479  0.579  -0.561
Cl  -3.614  -0.913  0.178
H  1.487  -1.941  1.121
H  1.955  -2.790  -0.342
H  2.593  -1.107  -0.180
H  1.025  2.624  -0.338
H  1.185  1.006  -1.224
H  -0.437  1.826  -1.043
H  0.703  -1.016  -1.551
H  -0.212  -2.198  -0.708
H  1.146  0.631  1.327
H  -0.383  1.357  1.436
H  -3.113  1.446  1.330

[4]
Density functional theory data (ωB97M-V/def2-TZVPD) for a single C7H10N2O molecule at a distorted geometry.

Values from the calculation:
ΔE to the lowest compared entry with this formula, charge and spin = 159.44 kcal per mole
HOMO = -8.606 eV
LUMO level = 0.44 eV
net charge = 0
HOMO-LUMO gap = 0.3324 hartree

CARTESIAN COORDINATES (ANGSTROEM)
C  -0.906  -0.498  0.064
C  2.559  0.770  1.329
C  1.271  0.639  0.293
C  -2.113  -0.932  -0.093
C  1.048  1.703  -0.762
C  3.011  -1.336  -0.146
C  -3.311  -0.430  0.661
N  0.183  -0.201  0.538
N  2.577  -0.025  0.337
O  -4.047  0.694  0.013
H  -2.307  -1.772  -0.639
H  0.545  1.553  -1.719
H  0.429  2.409  -0.231
H  1.863  2.317  -0.975
H  4.113  -1.312  -0.475
H  2.952  -2.085  0.735
H  2.425  -1.466  -1.165
H  -2.955  0.031  1.641
H  -4.030  -1.287  0.944
H  -3.307  1.229  -0.347

[5]
Density functional theory data (ωB97M-V/def2-TZVPD) for a molecular structure, C59H47FInN3O3P2S at a distorted geometry.

Values from the calculation:
ΔE to the lowest compared entry with this formula, charge and spin = 36.38 kcal per mole
HOMO = -13.151 eV
LUMO level = -5.42 eV
net charge = +2
HOMO-LUMO gap = 0.2841 hartree

CARTESIAN COORDINATES (ANGSTROEM)
In  12.430  12.836  14.285
C  13.638  9.047  16.386
O  13.179  10.024  17.316
C  12.862  11.117  16.615
N  13.305  11.171  15.424
C  14.142  9.937  15.212
C  13.943  9.262  13.885
C  14.481  8.000  13.797
C  14.499  7.293  12.595
C  13.892  7.834  11.474
C  13.321  9.115  11.538
C  13.370  9.824  12.750
C  12.028  12.175  17.252
C  11.617  12.025  18.549
C  10.776  12.995  19.079
C  10.356  14.044  18.278
C  10.835  14.137  16.966
N  11.674  13.239  16.484
C  10.285  15.259  16.137
N  9.965  15.298  14.911
C  9.474  16.698  14.672
C  9.251  17.247  16.068
O  10.018  16.320  16.919
C  8.295  16.894  13.752
C  8.623  16.955  12.402
C  7.703  17.184  11.401
C  6.369  17.398  11.770
C  5.986  17.362  13.098
C  6.960  17.136  14.085
H  12.760  8.466  16.050
H  14.423  8.435  16.808
H  15.200  10.210  15.318
H  14.999  7.542  14.636
H  14.930  6.300  12.575
H  13.857  7.294  10.525
H  12.927  9.575  10.619
H  12.887  10.806  12.848
H  11.971  11.168  19.114
H  10.443  12.951  20.104
H  9.741  14.816  18.707
H  10.335  17.229  14.288
H  8.205  17.191  16.350
H  9.593  18.269  16.269
H  9.684  16.801  12.150
H  7.987  17.197  10.345
H  5.611  17.640  11.037
H  4.998  17.638  13.446
H  6.636  17.191  15.117
O  12.390  16.734  15.205
S  13.006  15.699  14.348
C  12.539  16.191  12.641
C  12.655  17.555  12.379
C  12.297  18.068  11.158
C  11.763  17.255  10.183
C  11.586  15.896  10.468
C  11.917  15.356  11.696
P  11.758  13.524  11.806
C  10.071  12.889  11.834
C  9.955  11.482  11.701
C  8.760  10.889  11.937
C  7.648  11.648  12.313
C  7.765  13.014  12.394
C  8.995  13.647  12.171
C  12.526  12.887  10.270
C  11.642  12.465  9.299
C  12.096  11.936  8.106
C  13.438  11.813  7.893
C  14.339  12.383  8.805
C  13.881  12.896  10.017
C  14.773  16.094  14.470
C  15.037  17.438  14.732
C  16.312  17.808  15.076
C  17.338  16.830  15.190
C  17.044  15.483  14.912
C  15.761  15.122  14.542
P  15.324  13.340  14.163
C  16.295  13.082  12.569
C  16.845  14.153  11.851
C  17.597  13.905  10.706
C  17.776  12.584  10.277
C  17.194  11.540  10.981
C  16.442  11.785  12.117
C  16.252  12.471  15.428
C  15.747  12.470  16.743
C  16.365  11.755  17.754
C  17.508  11.022  17.483
C  18.071  11.057  16.204
C  17.448  11.792  15.186
H  13.026  18.193  13.140
H  12.537  19.100  10.977
H  11.539  17.627  9.215
H  11.134  15.201  9.751
H  10.786  10.859  11.444
H  8.667  9.820  11.863
H  6.754  11.153  12.597
H  6.929  13.656  12.633
H  9.062  14.730  12.193
H  10.585  12.491  9.472
H  11.378  11.620  7.389
H  13.809  11.394  6.958
H  15.394  12.417  8.560
H  14.605  13.377  10.670
H  14.245  18.159  14.765
H  16.545  18.853  15.225
H  18.324  17.082  15.573
H  17.811  14.748  15.090
H  16.721  15.163  12.166
H  18.088  14.683  10.203
H  18.371  12.429  9.411
H  17.316  10.527  10.630
H  15.986  10.984  12.707
H  14.816  13.006  16.961
H  15.946  11.797  18.740
H  17.953  10.447  18.288
H  18.979  10.459  16.010
H  17.895  11.815  14.217
F  10.907  11.526  14.362

What is the ΔE to the lowest compared entry with this formula, charge and spin in the second record? 34.13 kcal per mole

What is the ΔE to the lowest compared entry with this formula, charge and spin in the first record? 16.28 kcal per mole